{"formula": "C26H31N5O6SeSn", "method": "the ωB97M-V functional and the def2-TZVPD basis", "elements": ["Sn", "C", "O", "C", "C", "O", "C", "C", "O", "C", "H", "H", "H", "H", "H", "H", "H", "H", "H", "H", "H", "H", "H", "H", "C", "C", "C", "C", "C", "C", "N", "N", "C", "C", "C", "C", "C", "C", "H", "H", "H", "H", "H", "H", "H", "H", "H", "O", "N", "O", "O", "C", "N", "C", "Se", "N", "C", "C", "C", "C", "C", "C", "H", "H", "H", "H", "H", "H", "H", "H"], "positions_angstrom": [[-0.19439, 0.15578, 0.00241], [1.85578, -2.10240, -1.63304], [0.59234, -1.98706, -0.96095], [-0.29861, -3.06185, -1.19051], [-1.43497, -2.85057, -0.22690], [-1.92932, -1.51622, -0.48907], [-3.20683, -1.24685, 0.12965], [-3.79566, -0.05317, -0.58299], [-2.86182, 1.00387, -0.46023], [-3.33786, 2.25673, -0.95948], [2.38073, -2.98799, -1.27399], [1.69958, -2.16358, -2.71134], [2.44005, -1.21781, -1.39453], [-0.64776, -3.03918, -2.22770], [0.18715, -4.02304, -1.00555], [-2.22502, -3.58001, -0.40797], [-1.11578, -2.92189, 0.81627], [-3.86351, -2.10730, -0.00707], [-3.06643, -1.07132, 1.19811], [-3.96745, -0.26948, -1.64170], [-4.75222, 0.20865, -0.11972], [-4.19450, 2.59465, -0.37199], [-2.52673, 2.97578, -0.87228], [-3.62451, 2.16193, -2.00883], [3.53671, 4.15339, 2.66241], [3.43506, 4.66364, 1.37324], [2.72209, 3.98488, 0.40024], [2.10367, 2.77956, 0.73559], [2.20164, 2.26564, 2.02259], [2.92080, 2.95297, 2.98767], [1.35349, 2.04096, -0.22833], [1.36811, 2.51203, -1.37915], [0.57595, 1.84794, -2.33919], [0.61428, 2.39521, -3.61809], [-0.15413, 1.81455, -4.61619], [-0.93971, 0.71258, -4.32844], [-0.97520, 0.17044, -3.04858], [-0.20585, 0.73362, -2.04369], [4.10530, 4.68962, 3.41065], [3.92130, 5.59706, 1.12287], [2.64489, 4.37867, -0.60191], [1.73985, 1.32699, 2.27008], [3.01395, 2.54382, 3.98590], [1.23878, 3.25688, -3.80762], [-0.13898, 2.22371, -5.61739], [-1.54005, 0.26734, -5.11182], [-1.60296, -0.68913, -2.84437], [0.00115, -1.56885, 2.36463], [1.20384, -1.27170, 2.16033], [2.13609, -1.52604, 2.86108], [1.44016, -0.66559, 1.00142], [-0.45543, 4.16486, 3.33118], [-0.17969, 2.85039, 3.89971], [-0.44676, 1.65206, 3.36711], [-1.49441, 1.46184, 1.77849], [-0.02536, 0.70211, 4.20557], [0.55570, 1.28877, 5.32091], [1.12307, 0.74494, 6.46708], [1.56165, 1.64901, 7.41256], [1.44123, 3.03651, 7.22643], [0.87829, 3.57533, 6.08776], [0.43981, 2.66386, 5.13291], [-0.65379, 4.06207, 2.26939], [0.42357, 4.79012, 3.47204], [-1.31264, 4.61490, 3.82927], [-0.06570, -0.28870, 3.98004], [1.21045, -0.32317, 6.61295], [2.00372, 1.28153, 8.32848], [1.79579, 3.69887, 8.00433], [0.78471, 4.64415, 5.95379]], "forces_ev_per_a": [[0.26, -0.15, -0.58], [-0.10, -0.02, -0.05], [0.12, 0.04, -0.04], [-0.15, -0.03, 0.02], [-0.05, -0.23, -0.12], [0.31, 0.20, 0.60], [-0.19, 0.06, -0.29], [0.02, -0.06, 0.21], [0.05, 0.20, -0.05], [-0.05, -0.11, -0.10], [0.00, 0.00, -0.02], [0.01, 0.00, 0.00], [-0.01, 0.02, 0.02], [-0.04, -0.03, 0.00], [0.04, 0.02, 0.05], [-0.08, 0.08, -0.05], [0.02, -0.02, -0.11], [0.07, -0.05, -0.01], [-0.02, 0.05, -0.01], [-0.01, -0.06, 0.00], [0.01, 0.03, 0.00], [0.01, 0.00, -0.02], [0.02, -0.02, 0.01], [0.00, 0.01, 0.00], [-0.02, -0.05, 0.09], [-0.04, 0.03, -0.12], [0.05, 0.04, 0.20], [0.10, 0.04, 0.08], [0.16, 0.13, -0.09], [0.11, 0.05, -0.01], [-0.09, 0.08, -0.39], [-0.01, -0.13, 0.55], [0.00, -0.10, -0.13], [-0.14, -0.22, 0.02], [0.15, 0.18, -0.02], [-0.14, -0.12, -0.16], [0.03, -0.19, 0.32], [-0.07, 0.13, 0.10], [0.01, -0.01, 0.00], [0.00, -0.01, 0.00], [0.00, -0.02, 0.01], [0.09, -0.15, -0.08], [0.04, 0.01, -0.04], [0.02, 0.02, 0.03], [0.00, -0.01, 0.01], [0.00, -0.01, 0.03], [0.03, 0.07, -0.02], [0.79, 0.45, 0.21], [-0.55, -0.72, -0.71], [-0.50, 0.28, -0.08], [0.22, 0.57, 0.56], [0.01, -0.02, 0.00], [-0.12, -0.12, 0.07], [-0.01, 0.32, -0.16], [-0.26, -0.20, 0.30], [0.08, -0.24, -0.27], [-0.04, 0.11, 0.07], [0.05, 0.01, 0.02], [0.01, -0.07, -0.01], [0.01, 0.06, 0.00], [0.05, -0.01, 0.00], [-0.10, -0.15, 0.06], [0.00, 0.01, -0.02], [0.03, -0.01, -0.01], [0.00, -0.01, 0.00], [-0.20, 0.08, 0.15], [-0.01, 0.02, 0.00], [0.00, 0.00, -0.01], [0.00, 0.00, -0.01], [-0.02, -0.01, 0.00]], "e_above_lowest_kcal_mol": 3.64, "homo_energy_ev": -14.152, "total_energy_ev": -118360.0405, "lumo_energy_ev": -6.6, "charge": 2, "homo_lumo_gap_ev": 7.56, "largest_force_ev_per_a": 1.15}



{"formula": "C4HAgO2", "method": "the ωB97M-V functional and the def2-TZVPD basis", "elements": ["O", "C", "C", "H", "C", "C", "O", "Ag"], "positions_angstrom": [[2.31991, 1.03297, 0.46179], [1.27665, 0.54763, -0.14885], [0.61025, 0.09152, -1.11843], [2.23049, 1.98326, 0.61520], [-1.82776, 0.04055, -0.32276], [-0.50774, -0.32475, -0.31092], [-1.39144, -1.60603, -0.52114], [-2.71037, -1.76516, 1.34511]], "forces_ev_per_a": [[-0.89, -0.54, 0.37], [2.69, 1.33, -1.75], [0.83, -0.59, 1.51], [-0.15, 0.09, 0.09], [2.14, -1.31, 1.48], [-6.22, -0.63, -1.06], [0.93, 0.95, 0.38], [0.66, 0.70, -1.03]], "homo_energy_ev": -6.898, "total_energy_ev": -12247.2650, "lumo_energy_ev": -1.6, "homo_lumo_gap_ev": 5.27, "largest_force_ev_per_a": 6.34}



{"formula": "C4H7NO", "method": "the ωB97M-V functional and the def2-TZVPD basis", "elements": ["O", "C", "N", "C", "C", "C", "H", "H", "H", "H", "H", "H", "H"], "positions_angstrom": [[-2.64075, -0.12055, -1.24795], [-1.45004, -0.19986, -1.46163], [-0.62989, -1.14552, -0.92409], [1.31888, -0.09759, 0.04969], [0.95408, -0.00441, 1.49973], [0.80718, 1.18697, 0.62391], [-0.90102, 0.51201, -2.10589], [-1.02684, -1.83570, -0.30221], [0.36386, -1.18954, -1.15100], [0.04920, -0.49908, 1.84384], [1.79919, -0.11405, 2.17609], [1.55181, 1.98051, 0.62434], [-0.19566, 1.52680, 0.37516]], "forces_ev_per_a": [[0.36, 0.02, -0.03], [-0.06, -0.06, 0.03], [-0.17, -0.07, -0.05], [0.04, 0.24, 0.30], [0.04, -0.10, 0.10], [0.00, 0.12, -0.07], [-0.12, -0.09, 0.03], [0.02, 0.05, -0.13], [-0.27, -0.05, -0.09], [0.16, 0.06, -0.08], [-0.10, 0.03, -0.05], [-0.09, -0.06, 0.02], [0.18, -0.08, 0.02]], "e_above_lowest_kcal_mol": 114.71, "homo_energy_ev": -9.342, "total_energy_ev": -7794.6699, "lumo_energy_ev": -0.3, "homo_lumo_gap_ev": 9.01, "largest_force_ev_per_a": 0.39}



{"formula": "C9H14O", "method": "the ωB97M-V functional and the def2-TZVPD basis", "elements": ["C", "C", "O", "H", "H", "H", "H", "H", "H", "C", "C", "C", "C", "C", "C", "C", "H", "H", "H", "H", "H", "H", "H", "H"], "positions_angstrom": [[-2.42303, -2.19333, 1.41799], [-2.67550, -0.74229, 1.44059], [-1.14390, -2.38148, 0.86499], [-2.31017, -2.59461, 2.43373], [-3.19947, -2.83705, 0.88147], [-2.08680, -0.32831, 0.59452], [-1.00433, -3.36879, 0.70608], [-2.43942, -0.26530, 2.39812], [-3.77343, -0.41532, 0.99226], [2.98815, 0.57773, -2.19827], [-0.15697, 1.46646, 0.57577], [-0.06973, 1.97715, -0.74807], [0.78686, 0.42117, 0.80788], [0.88688, 1.73023, -1.63571], [1.87054, 0.14184, -0.06137], [1.88168, 0.73812, -1.32554], [-0.81307, 1.87461, 1.33553], [-0.71439, 2.88182, -0.94598], [0.85431, -0.10903, 1.81897], [0.78684, 1.95474, -2.75908], [2.73062, -0.28540, 0.54032], [3.60977, -0.25308, -2.00957], [3.80404, 1.42976, -1.92663], [2.61052, 0.58034, -3.19801]], "forces_ev_per_a": [[-0.59, -2.31, 0.62], [-2.75, 2.21, -2.55], [1.16, -2.23, -1.33], [-0.78, 0.06, 0.13], [0.79, 1.04, 0.51], [0.12, -0.01, 0.89], [-0.23, 2.08, 0.38], [-0.19, 0.05, -0.44], [2.37, -0.99, 1.82], [3.45, 2.25, -0.23], [2.29, -1.89, -1.57], [-2.99, 3.47, 2.66], [-0.14, 0.68, 1.94], [1.78, -3.38, -3.09], [-0.77, 0.90, 1.38], [-1.52, 0.92, 2.57], [-0.11, -0.31, -0.26], [0.28, -1.24, -0.06], [-0.39, 0.95, -1.42], [0.27, 0.44, 1.99], [-0.83, -0.17, -1.76], [0.21, -1.49, 0.08], [-1.97, -1.33, -1.28], [0.55, 0.30, -0.98]], "e_above_lowest_kcal_mol": 60.34, "homo_energy_ev": -8.505, "total_energy_ev": -11605.0204, "lumo_energy_ev": 0.9, "smiles": "Cc1ccccc1.CCO", "homo_lumo_gap_ev": 9.41, "largest_force_ev_per_a": 5.29}



{"formula": "C8H26InO10P2", "method": "the ωB97M-V functional and the def2-TZVPD basis", "elements": ["C", "In", "C", "O", "O", "H", "H", "H", "H", "H", "H", "H", "H", "C", "O", "P", "O", "O", "C", "O", "C", "H", "H", "H", "H", "H", "H", "H", "H", "H", "C", "O", "P", "O", "O", "C", "O", "C", "H", "H", "H", "H", "H", "H", "H", "H", "H"], "positions_angstrom": [[0.66117, -2.64525, -6.78369], [2.06079, -3.23209, -5.14764], [0.96813, -2.73905, -3.24971], [1.36412, -3.55206, -2.11079], [0.25917, -4.38784, -1.69717], [0.32497, -3.49526, -7.37573], [1.14787, -1.92738, -7.44341], [-0.20848, -2.14214, -6.35748], [2.50962, -4.94941, -5.23039], [3.51330, -2.21231, -5.34965], [-0.08180, -2.95364, -3.44475], [1.02113, -1.68695, -2.96016], [0.29346, -5.10434, -2.34671], [0.11253, -3.63053, 0.92447], [0.52967, -3.45538, 2.30976], [-0.02889, -2.28510, 3.18681], [-1.35575, -2.54758, 3.74069], [-0.12215, -1.07208, 2.13229], [0.99441, -0.71262, 1.31958], [0.91393, -1.51857, 4.23566], [1.88990, -2.26472, 4.98073], [0.09040, -4.69623, 0.74120], [-0.87029, -3.20391, 0.74697], [0.84312, -3.18109, 0.26205], [0.64284, -0.57292, 0.29929], [1.77041, -1.48025, 1.31869], [1.41377, 0.22656, 1.68274], [2.63868, -2.70113, 4.31825], [1.41283, -3.05372, 5.56522], [2.38204, -1.57016, 5.65634], [-3.24694, 3.52729, 2.35327], [-3.05690, 4.53048, 1.34643], [-1.86491, 4.31830, 0.27616], [-2.48081, 3.34560, -0.64508], [-0.75179, 3.65759, 1.23850], [-0.19686, 4.40923, 2.31568], [-0.79800, 5.05106, -0.72133], [-1.10314, 6.32607, -1.31077], [-4.31870, 3.48459, 2.52987], [-2.88996, 2.55663, 2.01927], [-2.74869, 3.81081, 3.28067], [-0.19181, 3.77854, 3.20345], [-0.77457, 5.31185, 2.53362], [0.82873, 4.68801, 2.07320], [-1.20208, 7.10244, -0.55069], [-2.01971, 6.26664, -1.90062], [-0.27472, 6.58203, -1.96510]], "forces_ev_per_a": [[0.12, 0.04, 0.27], [0.20, 0.21, -0.31], [-0.04, -0.27, -0.28], [0.02, -0.15, 0.12], [-0.05, 0.12, -0.15], [-0.08, -0.05, -0.06], [0.07, 0.00, -0.11], [-0.16, -0.04, -0.01], [-0.11, -0.02, 0.12], [0.00, -0.04, 0.12], [-0.13, 0.03, 0.00], [0.00, 0.05, 0.20], [0.14, 0.07, -0.08], [0.03, -0.14, -0.03], [1.31, -0.19, 0.97], [-2.45, 2.48, -1.48], [0.12, -0.42, 0.46], [-0.15, -0.30, -0.04], [0.01, 0.17, 0.06], [1.28, -1.62, -0.19], [-0.07, 0.01, 0.12], [0.02, -0.03, 0.11], [-0.03, 0.05, 0.13], [0.03, 0.02, 0.03], [-0.02, -0.02, 0.00], [0.01, 0.04, 0.03], [0.02, -0.03, 0.03], [-0.04, -0.01, -0.03], [0.00, 0.01, 0.00], [-0.05, 0.05, 0.00], [-0.01, -0.09, 0.24], [0.64, 2.72, -0.11], [0.31, -5.74, -1.35], [-0.08, 0.21, -0.10], [-0.15, 0.45, 0.08], [0.13, -0.05, -0.03], [-0.87, 2.57, 1.72], [-0.04, -0.07, -0.21], [-0.01, 0.04, -0.07], [-0.01, 0.01, -0.09], [0.06, 0.01, -0.05], [0.01, -0.02, -0.01], [0.00, -0.01, 0.00], [-0.02, 0.04, -0.03], [0.02, 0.00, 0.00], [0.01, -0.02, 0.00], [0.02, -0.07, 0.00]], "e_above_lowest_kcal_mol": 0.00, "homo_energy_ev": -4.403, "total_energy_ev": -52941.7645, "lumo_energy_ev": 1.4, "charge": -1, "homo_lumo_gap_ev": 5.84, "largest_force_ev_per_a": 5.90}



{"formula": "C8H24O4", "method": "the ωB97M-V functional and the def2-TZVPD basis", "elements": ["C", "C", "O", "H", "H", "H", "H", "H", "H", "C", "C", "O", "H", "H", "H", "H", "H", "H", "C", "C", "O", "H", "H", "H", "H", "H", "H", "C", "C", "O", "H", "H", "H", "H", "H", "H"], "positions_angstrom": [[-0.33530, 3.66970, 2.25014], [-0.65697, 5.03189, 2.80676], [0.16541, 5.24547, 3.94143], [0.74693, 3.62111, 2.11289], [-0.84831, 3.45145, 1.31678], [-0.59508, 2.91738, 2.99685], [-1.71696, 5.10018, 3.07563], [-0.46480, 5.80544, 2.05082], [-0.22441, 5.92348, 4.49711], [-0.46629, -5.75536, -1.57451], [0.23888, -4.57856, -0.94094], [-0.13021, -4.54756, 0.43676], [-0.28417, -5.78977, -2.65181], [-1.54074, -5.68643, -1.40859], [-0.11781, -6.70354, -1.15963], [-0.10137, -3.65793, -1.42413], [1.32235, -4.67242, -1.04510], [0.00707, -3.65824, 0.77607], [1.46919, 1.29059, -3.70015], [1.33893, 0.62737, -2.35655], [0.24230, 1.17343, -1.60637], [2.08713, 0.70752, -4.38266], [1.87552, 2.30115, -3.62528], [0.47468, 1.37102, -4.14741], [2.25191, 0.65681, -1.75696], [1.03577, -0.41289, -2.48529], [0.39992, 2.10668, -1.43622], [-0.89192, -0.01974, 1.67840], [-0.90419, -1.21221, 0.74845], [0.45686, -1.48135, 0.32037], [-0.22644, 0.75922, 1.30191], [-0.51467, -0.24206, 2.68024], [-1.89149, 0.40427, 1.80390], [-1.49861, -0.98314, -0.14111], [-1.33963, -2.09572, 1.21040], [0.63653, -0.66721, -0.16219]], "forces_ev_per_a": [[0.34, -0.11, 0.49], [-0.34, 0.35, -0.33], [0.11, -0.11, 0.17], [-0.04, -0.12, -0.20], [-0.05, 0.07, -0.05], [-0.04, -0.09, -0.13], [0.02, -0.03, 0.02], [0.00, -0.03, 0.05], [-0.01, 0.07, -0.02], [0.10, -0.27, -0.17], [-0.49, 0.03, 0.20], [-0.02, -0.11, 0.01], [0.01, 0.07, 0.04], [-0.01, 0.03, 0.01], [-0.02, 0.08, 0.08], [0.22, 0.05, -0.04], [0.06, 0.10, -0.04], [0.28, 0.04, -0.15], [-0.14, 0.21, -0.32], [-0.65, -0.20, 0.21], [0.11, -0.08, 0.21], [0.14, 0.04, 0.06], [0.08, -0.03, 0.02], [0.08, -0.05, 0.02], [0.10, 0.02, -0.12], [0.26, -0.07, -0.03], [0.08, 0.04, 0.00], [-0.17, 0.26, 0.59], [0.50, 0.41, -0.26], [-0.96, -0.08, 0.21], [-0.18, 0.03, -0.25], [-0.03, -0.30, -0.11], [0.03, 0.01, -0.07], [-0.08, -0.04, 0.05], [0.22, -0.12, 0.06], [0.50, -0.05, -0.19]], "e_above_lowest_kcal_mol": 14.65, "homo_energy_ev": -9.810, "total_energy_ev": -16874.0738, "lumo_energy_ev": 0.6, "smiles": "CCO.CCO.CCO.CCO", "homo_lumo_gap_ev": 10.38, "largest_force_ev_per_a": 0.99}